Density functional theory data (ωB97M-V/def2-TZVPD) for a structure of composition C48H50ClN7P2RhSe2.

```
111
Properties=species:S:1:pos:R:3:lowdin_spin:R:1
Rh -1.25 -1.22 0.93 1.436
C -0.88 -2.49 7.76 0.002
C -0.24 -1.23 7.17 0.003
C -0.89 0.03 7.75 0.002
C 1.24 -1.23 7.55 0.002
C -0.46 -1.24 5.67 0.048
C -1.79 -1.22 5.18 0.096
C -2.02 -1.19 3.83 0.015
N -1.04 -1.22 2.92 0.142
C 0.26 -1.25 3.35 0.108
C 0.54 -1.26 4.74 0.056
C 1.26 -1.24 2.34 0.147
C 2.65 -1.20 2.58 0.047
C 3.57 -1.21 1.56 0.074
C 3.05 -1.23 0.24 0.099
C 1.70 -1.27 0.05 0.021
N 0.81 -1.29 1.04 0.180
C 5.08 -1.21 1.77 0.006
C 5.67 0.04 1.11 0.003
C 5.66 -2.47 1.11 0.003
C 5.48 -1.22 3.24 0.002
H -0.71 -2.53 8.84 0.000
H -0.45 -3.38 7.31 0.000
H -1.96 -2.52 7.59 0.000
H -0.72 0.08 8.83 0.000
H -1.96 0.06 7.58 0.000
H -0.45 0.92 7.30 0.000
H 1.34 -1.22 8.63 0.000
H 1.75 -0.34 7.17 0.000
H 1.75 -2.12 7.18 0.000
H -2.63 -1.21 5.85 0.006
H -3.03 -1.15 3.45 -0.001
H 1.57 -1.26 5.04 0.002
H 2.97 -1.15 3.61 0.001
H 3.71 -1.21 -0.61 0.007
H 1.31 -1.29 -0.96 -0.001
H 5.49 0.06 0.04 0.000
H 6.74 0.07 1.27 0.000
H 5.23 0.94 1.54 0.000
H 5.48 -2.49 0.04 0.001
H 5.21 -3.36 1.55 0.000
H 6.73 -2.51 1.27 0.000
H 5.12 -0.33 3.76 0.000
H 6.56 -1.23 3.32 0.000
H 5.10 -2.10 3.75 0.000
Se -1.08 -1.82 -5.94 0.781
P -0.92 0.06 -4.91 0.073
C 0.74 0.77 -5.13 0.003
C 1.79 -0.05 -4.72 0.001
C 3.10 0.37 -4.88 0.000
C 3.36 1.60 -5.46 0.001
C 2.32 2.39 -5.91 0.000
C 1.00 1.99 -5.74 0.001
C -2.24 1.20 -5.40 0.009
C -2.24 1.75 -6.67 0.006
C -3.31 2.53 -7.08 0.001
C -4.38 2.73 -6.23 0.000
C -4.41 2.12 -4.98 0.002
C -3.35 1.35 -4.57 0.000
C -1.07 -0.40 -3.19 0.016
C -1.23 0.10 -1.88 0.004
N -1.19 -1.00 -1.09 0.008
N -1.01 -2.06 -1.83 0.003
N -0.94 -1.73 -3.07 0.092
P -1.32 1.73 -1.08 0.027
Se -1.30 1.56 1.06 0.154
C 0.07 2.74 -1.65 0.004
C 1.12 3.03 -0.77 0.004
C 2.13 3.88 -1.17 0.001
C 2.11 4.44 -2.44 0.001
C 1.09 4.12 -3.32 0.001
C 0.07 3.27 -2.94 0.001
C -2.91 2.48 -1.53 0.004
C -3.09 3.79 -1.98 0.001
C -4.38 4.29 -2.09 0.000
C -5.47 3.52 -1.74 0.001
C -5.29 2.23 -1.28 0.000
C -4.02 1.71 -1.18 0.002
H 1.57 -1.02 -4.29 0.000
H 3.91 -0.27 -4.55 0.000
H 4.38 1.92 -5.59 0.000
H 2.53 3.34 -6.39 0.000
H 0.20 2.62 -6.07 0.000
H -1.41 1.56 -7.34 0.002
H -3.30 2.98 -8.06 0.000
H -5.22 3.33 -6.55 0.000
H -5.26 2.25 -4.33 0.000
H -3.37 0.86 -3.61 0.000
H 1.11 2.62 0.23 0.002
H 2.93 4.11 -0.48 0.000
H 2.90 5.12 -2.74 0.000
H 1.07 4.57 -4.30 0.000
H -0.74 3.02 -3.61 0.000
H -2.24 4.40 -2.24 0.000
H -4.53 5.30 -2.45 0.000
H -6.47 3.93 -1.81 0.000
H -6.15 1.63 -1.00 0.000
H -3.85 0.70 -0.82 0.000
Cl -3.95 -3.04 1.58 0.025
C -3.34 -1.64 0.71 0.126
H -3.77 -0.75 1.18 0.024
H -3.69 -1.75 -0.32 0.004
N -0.78 -4.41 -0.05 0.004
C -0.96 -5.71 0.21 0.001
C -1.27 -5.82 1.55 0.003
C -1.26 -4.51 2.02 0.006
N -0.96 -3.67 1.04 0.092
H -0.63 -3.94 -0.93 0.000
H -0.86 -6.48 -0.54 0.000
H -1.48 -6.71 2.10 0.001
H -1.45 -4.16 3.02 0.000
```

The value obtained for the calculated total energy is -8298.46058 hartree. The gap between HOMO and LUMO (spin up / spin down) is 3.88 / 4.44 eV. For the lowest unoccupied orbital energy (spin up / spin down), the calculation gives -0.1087 / -0.2057 Eh. Its multiplicity is 5. As for the net charge: +1. The energy above the lowest of the compared OMol25 structures with the same formula, charge and spin comes out at 34.59 kcal/mol.